--- one ---
15
Properties=species:S:1:pos:R:3 method="wB97M-V/def2-TZVPD" lumo_energy_ev=-3.826 e_homo_ha=-0.4952 charge=+1
C -0.59 1.66 0.36
C 0.40 -2.07 -1.01
C 1.53 -1.33 -0.89
N -1.81 1.78 -0.10
N -0.28 0.71 1.19
S 1.18 0.43 2.10
H 0.18 2.51 -0.01
H 0.51 -3.12 -1.16
H -0.53 -1.63 -1.01
H 1.16 -0.76 1.29
H 2.46 -1.72 -0.73
H 1.53 -0.24 -1.13
H -2.11 2.46 -0.69
H -2.53 1.24 0.34
H -1.12 0.10 1.45

--- two ---
15
Properties=species:S:1:pos:R:3 method="wB97M-V/def2-TZVPD" lumo_energy_ev=-3.852 e_homo_ha=-0.4862 charge=+1
C 0.47 1.09 -0.48
C 0.36 -1.44 0.22
C -0.65 -0.54 -0.47
N 0.19 2.06 0.40
N -1.74 -0.35 0.32
S 2.05 -0.56 0.15
H 1.16 1.48 -1.35
H 0.28 -1.78 1.21
H 0.49 -2.40 -0.24
H -0.88 -0.81 -1.60
H 0.38 3.06 0.35
H -1.59 -0.36 1.35
H -2.62 -0.07 -0.13
H -0.33 1.90 1.25
H 2.44 -1.27 -0.97

Relative energy of each structure, in kcal/mol: one 0.0; two 4.4.

--- one ---
17
Properties=species:S:1:pos:R:3 method="wB97M-V/def2-TZVPD" lumo_energy_ev=-0.034 e_homo_ha=-0.3388 charge=0
C -0.15 1.65 -0.32
C 0.76 0.76 -1.12
C 1.48 -0.14 -0.14
C -0.93 0.89 0.52
C 0.44 -1.25 0.16
N -2.81 0.16 1.87
N -1.80 0.62 1.30
O -0.01 2.86 -0.38
O 0.38 -1.90 -1.13
H 0.06 0.15 -1.65
H 1.32 1.37 -1.80
H 2.31 -0.85 -0.37
H 1.77 0.54 0.71
H 0.78 -2.05 0.81
H -0.50 -0.93 0.35
H -3.43 0.96 2.25
H 0.33 -2.84 -1.06

--- two ---
17
Properties=species:S:1:pos:R:3 method="wB97M-V/def2-TZVPD" lumo_energy_ev=0.752 e_homo_ha=-0.2654 charge=0 smiles="C=C(C(=O)O)/C(N)=C/N"
C 1.68 0.34 0.37
C -0.71 -0.05 -0.10
C 0.29 0.91 0.35
N -1.99 -0.03 0.43
N -0.96 -2.33 -0.93
C -0.25 -1.15 -0.77
C 0.10 2.19 0.69
O 2.48 0.96 -0.53
O 2.13 -0.46 1.17
H 3.36 0.57 -0.36
H -2.31 0.89 0.71
H -2.63 -0.57 -0.16
H -1.57 -2.48 -0.12
H -0.33 -3.12 -1.03
H 0.65 -1.14 -1.39
H 0.94 2.83 0.93
H -0.89 2.64 0.73

Relative energy of each structure, in kcal/mol: one 94.5; two 0.0.

--- one ---
17
Properties=species:S:1:pos:R:3 method="wB97M-V/def2-TZVPD" lumo_energy_ev=0.752 e_homo_ha=-0.3269 charge=0 smiles="C[C@@H]1OC(=O)NN2C[C@H]12"
C 1.28 -1.56 -0.50
C 0.20 -0.89 0.44
C -2.12 -0.11 0.04
C 1.01 1.49 -0.04
C 0.41 0.48 0.82
H 1.43 -0.96 -1.44
H 1.05 -2.65 -0.62
H 2.20 -1.49 0.14
H 0.25 -1.46 1.44
H -2.09 1.75 -0.95
H 1.83 1.42 -0.91
H 1.10 2.53 0.47
H -0.14 0.78 1.67
N -1.62 1.22 -0.13
N -0.26 1.03 -0.43
O -1.24 -1.11 0.08
O -3.31 -0.48 -0.06

--- two ---
17
Properties=species:S:1:pos:R:3 method="wB97M-V/def2-TZVPD" lumo_energy_ev=0.746 e_homo_ha=-0.3136 charge=0 smiles="CC(=O)C(C=O)=C(N)N"
C -2.48 0.66 0.22
C -1.30 -0.25 -0.06
C 0.15 0.22 -0.06
C 0.33 1.64 -0.12
C 1.24 -0.71 0.05
H -2.33 1.26 1.12
H -2.54 1.33 -0.66
H -3.43 0.09 0.29
H -0.63 2.18 0.01
H 2.50 0.82 0.03
H 3.28 -0.78 0.41
H 0.07 -2.28 -0.32
H 1.80 -2.66 -0.36
N 2.48 -0.21 0.20
N 1.04 -2.07 -0.07
O -1.58 -1.41 -0.33
O 1.38 2.17 -0.34

Relative energy of each structure, in kcal/mol: one 109.4; two 0.0.

--- one ---
13
Properties=species:S:1:pos:R:3 method="wB97M-V/def2-TZVPD" lumo_energy_ev=-4.441 e_homo_ha=-0.4505 charge=+1
C 0.75 -0.32 -1.40
C 1.92 -0.64 -2.65
C -0.29 0.13 -0.60
C -0.58 -0.25 0.83
N -0.52 1.08 1.67
I 1.38 -2.25 -3.85
H 1.28 -0.91 -0.75
H -0.94 0.94 -0.96
H 0.07 -1.02 1.26
H -1.62 -0.65 0.98
H -0.42 0.78 2.62
H -1.42 1.60 1.67
H 0.40 1.50 1.18

--- two ---
13
Properties=species:S:1:pos:R:3 method="wB97M-V/def2-TZVPD" lumo_energy_ev=-5.090 e_homo_ha=-0.4944 charge=+1 smiles="C=[N+]=C(C)CI"
C -0.99 -0.90 -1.14
C 1.73 -0.33 1.49
C -0.56 1.36 0.02
C -0.20 -0.07 -0.09
N 0.85 -0.30 0.64
I 0.02 -2.34 -2.37
H 2.79 -0.41 1.35
H 1.51 -0.64 2.51
H -0.27 1.69 1.05
H 0.00 1.97 -0.71
H -1.67 1.54 -0.22
H -1.86 -1.40 -0.67
H -1.36 -0.18 -1.85

Relative energy of each structure, in kcal/mol: one 102.8; two 0.0.